# 1
The following is a quantum chemistry calculation of 21 unconnected molecules or ions with the total composition C66H188F6N20O20P at a distorted geometry, from OMol25.

Last column: Löwdin charge in e.
Positions of all 301 atoms, in Å:
P 0.103 -0.925 -0.274  0.1973
F 0.561 -1.834 -1.517  -0.1582
F 1.175 0.219 -0.787  -0.1908
F -1.058 -0.281 -1.181  -0.1416
F -0.312 0.001 0.990  -0.1495
F -0.950 -2.045 0.209  -0.1641
F 1.310 -1.610 0.602  -0.1624
C -0.687 7.871 -3.853  -0.0749
C -0.172 7.714 -2.456  -0.3946
C -1.283 7.116 -1.487  -0.2221
O -2.371 7.955 -1.522  -0.1864
C -3.362 7.612 -0.551  -0.0719
N 0.981 6.783 -2.369  0.0469
H 0.095 8.222 -4.554  0.0789
H -1.593 8.542 -3.924  0.1012
H -0.954 6.920 -4.267  0.0419
H 0.143 8.686 -2.110  0.1309
H -0.827 7.115 -0.455  0.1155
H -1.572 6.109 -1.750  0.1195
H -3.843 6.654 -0.674  0.0711
H -4.113 8.374 -0.612  0.0799
H -2.898 7.648 0.454  0.0891
H 0.677 5.793 -2.453  0.0691
H 1.394 6.798 -1.456  0.0287
C 4.423 3.088 1.944  -0.0196
C 3.265 3.447 0.954  -0.4051
C 3.667 4.475 -0.085  -0.1788
O 4.106 5.661 0.663  -0.2223
C 4.731 6.669 -0.122  -0.1009
N 2.626 2.325 0.289  0.0446
H 4.885 3.984 2.305  0.0614
H 5.128 2.437 1.458  0.0585
H 4.004 2.484 2.783  0.0593
H 2.466 3.984 1.445  0.0799
H 2.799 4.687 -0.726  0.1000
H 4.416 4.168 -0.798  0.1148
H 4.061 6.997 -0.928  0.0838
H 5.622 6.252 -0.565  0.0750
H 5.025 7.385 0.637  0.0843
H 3.293 1.632 -0.072  0.0523
H 2.070 1.725 0.894  0.0703
C 3.037 -1.967 6.926  -0.0403
C 4.089 -0.852 7.184  -0.3958
C 4.304 0.032 5.918  -0.1926
O 4.978 -0.672 4.879  -0.1980
C 5.117 0.090 3.747  -0.1490
N 3.695 -0.002 8.346  0.0368
H 2.109 -1.459 6.586  0.0723
H 2.935 -2.694 7.750  0.0881
H 3.370 -2.470 6.047  0.0443
H 5.028 -1.356 7.431  0.1318
H 4.806 1.013 6.129  0.1319
H 3.295 0.263 5.563  0.1067
H 5.439 -0.588 2.937  0.0746
H 5.837 0.970 3.918  0.1161
H 4.161 0.565 3.464  0.0671
H 2.825 0.439 8.141  0.0499
H 4.376 0.736 8.315  0.0484
C 0.986 -6.123 2.562  -0.0552
C 0.811 -6.993 3.749  -0.4721
C -0.543 -7.568 3.862  -0.2413
O -1.494 -6.603 4.218  -0.1937
C -1.775 -6.526 5.650  -0.0667
N 1.839 -8.025 3.727  0.0581
H 0.809 -6.690 1.627  0.0806
H 1.962 -5.700 2.426  0.0390
H 0.299 -5.240 2.646  0.0974
H 0.979 -6.395 4.624  0.1352
H -0.574 -8.336 4.621  0.1111
H -0.735 -8.100 2.908  0.1426
H -2.438 -5.671 5.746  0.0630
H -0.870 -6.281 6.225  0.0873
H -2.274 -7.440 5.983  0.0877
H 1.577 -8.805 3.158  0.0661
H 1.906 -8.409 4.668  0.0765
C 7.029 -5.325 3.631  -0.0653
C 5.481 -5.304 3.783  -0.4127
C 4.857 -4.083 3.145  -0.1713
O 3.508 -3.998 3.655  -0.1987
C 2.826 -2.866 3.158  -0.0972
N 5.023 -6.532 3.125  0.0450
H 7.400 -6.175 4.236  0.0713
H 7.521 -4.435 4.070  0.0712
H 7.321 -5.401 2.562  0.0846
H 5.191 -5.309 4.828  0.1325
H 4.782 -4.202 2.082  0.1037
H 5.454 -3.235 3.353  0.1044
H 3.000 -2.830 2.024  0.0921
H 3.222 -1.963 3.619  0.0691
H 1.748 -2.933 3.278  0.0694
H 5.256 -7.343 3.706  0.0878
H 4.034 -6.486 3.138  0.0233
C 3.054 -2.557 -4.281  -0.0654
C 3.336 -3.983 -4.632  -0.4467
C 2.054 -4.731 -5.100  -0.2043
O 1.240 -5.076 -4.013  -0.2026
C -0.094 -5.500 -4.314  -0.0656
N 4.178 -4.014 -5.802  0.0366
H 2.329 -2.385 -3.468  0.0777
H 2.654 -2.028 -5.132  0.0610
H 3.956 -2.056 -3.931  0.0671
H 3.726 -4.541 -3.771  0.1264
H 2.416 -5.608 -5.583  0.1068
H 1.596 -3.999 -5.782  0.1300
H -0.540 -5.848 -3.358  0.0888
H -0.158 -6.368 -4.973  0.0849
H -0.644 -4.700 -4.824  0.0673
H 4.526 -4.958 -5.885  0.0688
H 5.011 -3.423 -5.722  0.0848
C 4.695 -2.656 -0.661  -0.0322
C 4.787 -1.283 -0.020  -0.4162
C 6.213 -0.828 0.251  -0.1992
O 6.664 -1.681 1.288  -0.2387
C 8.044 -1.877 1.355  -0.1062
N 4.122 -0.274 -0.858  0.0653
H 5.357 -3.376 -0.107  0.0926
H 4.951 -2.624 -1.706  0.0671
H 3.649 -2.894 -0.516  0.0651
H 4.369 -1.232 0.982  0.1189
H 6.317 0.203 0.610  0.1173
H 6.871 -0.904 -0.611  0.1192
H 8.495 -1.977 0.335  0.0991
H 8.156 -2.818 1.903  0.0776
H 8.557 -1.073 1.889  0.0845
H 3.163 -0.509 -0.816  0.0179
H 4.354 -0.462 -1.863  0.0825
C -3.901 1.938 5.323  -0.0128
C -5.195 1.724 4.400  -0.3773
C -5.578 0.249 4.524  -0.2668
O -5.565 -0.223 5.814  -0.1866
C -5.642 -1.645 5.998  -0.0487
N -6.304 2.668 4.625  0.0396
H -3.022 1.354 4.944  0.0698
H -4.125 1.758 6.362  0.0679
H -3.566 2.991 5.142  0.0708
H -4.957 1.828 3.341  0.1008
H -4.843 -0.313 3.889  0.1179
H -6.530 0.184 4.010  0.1017
H -4.767 -2.081 5.531  0.0665
H -6.563 -1.958 5.429  0.1024
H -5.792 -2.020 6.984  0.0750
H -6.005 3.311 5.350  0.0718
H -7.112 2.144 4.989  0.0889
C 1.447 0.972 -3.787  -0.0458
C 2.885 1.430 -4.107  -0.3947
C 3.178 1.478 -5.610  -0.2157
O 3.056 0.178 -6.167  -0.2179
C 2.549 0.088 -7.528  -0.0490
N 3.095 2.791 -3.579  0.0511
H 0.698 1.507 -4.386  0.0682
H 1.212 0.963 -2.706  0.0622
H 1.452 -0.052 -4.125  0.0393
H 3.579 0.673 -3.641  0.1348
H 4.205 1.866 -5.693  0.1225
H 2.465 2.165 -6.072  0.0900
H 2.460 -0.958 -7.734  0.0796
H 3.209 0.652 -8.195  0.0877
H 1.596 0.581 -7.516  0.0675
H 3.002 2.825 -2.571  0.0384
H 2.345 3.441 -3.899  0.0654
C -4.933 -2.504 -0.372  -0.0586
C -5.085 -1.170 0.321  -0.4283
C -6.115 -1.155 1.419  -0.2343
O -7.408 -1.343 0.917  -0.1858
C -8.340 -1.746 1.874  -0.1203
N -3.790 -0.797 0.889  0.0786
H -4.279 -2.446 -1.209  0.0400
H -5.869 -2.878 -0.695  0.0621
H -4.405 -3.289 0.334  0.1255
H -5.489 -0.438 -0.441  0.1438
H -6.018 -0.193 1.912  0.0937
H -5.988 -1.943 2.198  0.1329
H -8.036 -2.723 2.271  0.0894
H -9.314 -1.839 1.363  0.0920
H -8.423 -1.015 2.708  0.0856
H -3.603 0.209 0.735  0.0561
H -2.992 -1.263 0.412  0.0548
C -0.112 3.739 2.125  -0.0565
C -0.243 5.182 1.686  -0.4343
C -0.957 6.048 2.724  -0.2166
O -2.284 5.645 2.872  -0.2035
C -2.965 6.238 3.939  -0.1072
N 1.053 5.662 1.328  0.0709
H -1.061 3.254 2.352  0.0561
H 0.435 3.635 3.081  0.0812
H 0.388 3.114 1.372  0.0645
H -0.842 5.072 0.810  0.1087
H -0.864 7.092 2.382  0.1186
H -0.448 6.024 3.699  0.1266
H -3.979 5.832 3.901  0.0844
H -2.954 7.316 3.858  0.0813
H -2.465 5.904 4.874  0.0944
H 1.054 6.524 0.805  0.0660
H 1.618 5.772 2.159  0.0923
C -0.118 3.576 -7.021  -0.0452
C -0.112 5.059 -6.496  -0.4099
C 1.419 5.433 -6.335  -0.1760
O 2.213 5.229 -7.522  -0.2006
C 3.566 4.981 -7.227  -0.1028
N -0.849 5.829 -7.496  0.0403
H 0.495 2.875 -6.376  0.0673
H 0.169 3.595 -8.053  0.0663
H -1.159 3.222 -6.972  0.0632
H -0.579 5.193 -5.575  0.0768
H 1.823 4.874 -5.456  0.1088
H 1.442 6.533 -6.103  0.1216
H 4.089 4.996 -8.194  0.0957
H 3.735 3.998 -6.829  0.0580
H 3.906 5.753 -6.578  0.0802
H -0.205 5.980 -8.259  0.0670
H -0.991 6.765 -7.083  0.0750
C -2.212 2.288 -3.508  -0.0360
C -3.255 2.501 -4.626  -0.4250
C -4.534 1.700 -4.382  -0.1619
O -4.359 0.271 -4.185  -0.2181
C -5.583 -0.277 -3.844  -0.1269
N -3.514 3.916 -4.755  0.0490
H -2.670 2.679 -2.599  0.0687
H -1.257 2.767 -3.740  0.0647
H -2.036 1.242 -3.294  0.0524
H -2.836 2.148 -5.531  0.1136
H -5.205 1.829 -5.263  0.1304
H -5.097 2.140 -3.552  0.1206
H -5.440 -1.341 -4.036  0.0590
H -6.418 -0.003 -4.527  0.1045
H -5.802 -0.139 -2.775  0.0887
H -3.478 4.386 -3.839  0.0790
H -2.924 4.450 -5.387  0.0577
C -0.836 -2.670 5.601  -0.0259
C -1.753 -1.685 4.822  -0.3825
C -0.949 -0.528 4.230  -0.1940
O -0.325 0.238 5.270  -0.2027
C 0.340 1.318 4.705  -0.1350
N -2.473 -2.460 3.804  0.0360
H -0.136 -2.183 6.297  0.0664
H -0.157 -3.178 4.901  0.0685
H -1.381 -3.484 6.081  0.0636
H -2.524 -1.291 5.477  0.1238
H -1.561 0.130 3.598  0.1179
H -0.116 -0.903 3.646  0.1122
H 1.048 1.686 5.504  0.1036
H -0.423 2.038 4.517  0.0575
H 0.926 1.034 3.804  0.0969
H -3.172 -1.898 3.305  0.0653
H -1.769 -2.744 3.086  0.1124
C -0.891 -1.174 -4.953  -0.0667
C -1.892 -2.166 -5.390  -0.4250
C -2.542 -2.779 -4.190  -0.2284
O -3.461 -3.735 -4.669  -0.1954
C -4.485 -4.136 -3.756  -0.1047
N -2.935 -1.511 -6.287  0.0639
H -0.096 -1.675 -4.376  0.0793
H -1.361 -0.401 -4.392  0.0502
H -0.400 -0.631 -5.791  0.0936
H -1.419 -2.907 -6.022  0.1248
H -3.105 -1.932 -3.707  0.1280
H -1.847 -3.194 -3.466  0.1185
H -5.250 -3.328 -3.706  0.0651
H -4.217 -4.459 -2.672  0.1094
H -5.004 -4.981 -4.229  0.0802
H -3.483 -0.925 -5.654  0.0346
H -3.595 -2.219 -6.603  0.0594
C -6.802 3.551 -0.220  -0.0478
C -6.096 3.494 1.152  -0.4580
C -4.639 3.622 1.025  -0.2122
O -4.152 2.606 0.129  -0.1793
C -2.771 2.543 0.202  -0.1462
N -6.668 4.503 2.091  0.0412
H -6.617 4.491 -0.735  0.0761
H -7.882 3.453 -0.062  0.0751
H -6.453 2.757 -0.863  0.0606
H -6.292 2.463 1.483  0.1232
H -4.151 3.470 2.000  0.1106
H -4.383 4.681 0.697  0.1396
H -2.364 1.592 -0.194  0.0788
H -2.423 2.465 1.240  0.0657
H -2.265 3.433 -0.206  0.0842
H -6.545 4.078 3.049  0.0441
H -7.655 4.514 1.873  0.0488
C 0.031 -5.668 -0.720  -0.6375
O 0.141 -6.908 -0.924  -0.0446
N 1.006 -4.746 -1.012  0.1945
N -1.132 -5.038 -0.273  0.1634
H 0.688 -3.765 -1.048  0.0726
H 1.734 -4.991 -1.590  0.0349
H -1.207 -4.043 -0.276  0.0487
H -1.879 -5.633 0.075  0.1060
C 4.277 -6.605 -1.139  -0.6947
O 5.382 -6.310 -1.556  0.0034
N 3.303 -7.009 -1.972  0.1655
N 4.036 -6.517 0.234  0.1458
H 2.527 -7.612 -1.695  0.1028
H 3.477 -6.833 -2.957  0.0994
H 4.818 -6.494 0.872  0.0475
H 3.249 -5.929 0.584  0.0826
O 0.311 3.306 -1.192  -0.0873
H 1.066 2.826 -0.730  0.0075
H 0.275 2.831 -2.018  -0.0210
O -4.088 -4.635 3.916  -0.1148
H -3.441 -3.882 3.941  -0.0325
H -3.601 -5.327 3.471  -0.0005

Values from the calculation:
- Frontier orbital gap: 0.3341 hartree
- 2S+1: 1
- Total charge: -1
- E_tot: -6168.0134 hartree
- HOMO level: -7.1295 eV
- LUMO level: 1.96 eV

=====

# 2
The following is a quantum chemistry calculation of a molecular structure, C66H55AsInN2O4PSTe at a distorted geometry, from OMol25.

Last column: Löwdin charge in e.
Positions of all 132 atoms, in Å:
In 0.742 -1.418 -1.984  0.9889
O -2.849 -1.491 -3.734  -0.2212
S -2.467 -0.640 -2.668  0.5372
O -1.350 0.252 -2.883  -0.4847
O -2.124 -1.559 -1.403  -0.5823
C -3.765 0.287 -1.897  -0.2859
C -4.784 0.978 -2.519  -0.0324
C -5.639 1.730 -1.726  -0.0491
C -5.456 1.787 -0.350  -0.0409
C -4.437 1.073 0.261  -0.0572
C -3.592 0.296 -0.523  -0.3433
P -2.178 -0.724 0.074  1.0768
C -3.145 -1.972 1.009  -0.3457
C -2.609 -2.414 2.214  -0.1023
C -3.264 -3.384 2.952  -0.0558
C -4.453 -3.920 2.490  -0.0556
C -5.004 -3.460 1.304  -0.0674
C -4.357 -2.489 0.562  -0.0840
C -0.631 1.882 1.996  -0.3079
C 0.718 1.534 1.469  -0.1030
C 1.857 1.963 2.075  -0.0763
C 1.815 2.699 3.268  -0.0607
C 0.583 2.914 3.906  -0.0923
C -0.582 2.510 3.344  -0.0550
H -4.901 0.932 -3.590  0.1297
H -6.457 2.267 -2.181  0.1162
H -6.120 2.391 0.250  0.1156
H -4.311 1.081 1.334  0.1196
H -1.672 -1.996 2.567  0.0635
H -2.838 -3.725 3.883  0.1018
H -4.953 -4.693 3.054  0.1125
H -5.941 -3.865 0.958  0.1113
H -4.794 -2.136 -0.362  0.1152
H 0.758 0.894 0.595  0.0382
H 2.816 1.718 1.641  0.1128
H 2.722 3.056 3.725  0.1061
H 0.568 3.396 4.873  0.1086
H -1.528 2.659 3.846  0.1123
N -0.460 -3.727 -0.579  0.1347
C -1.414 -4.366 -0.643  -0.1237
C -2.580 -5.136 -0.757  -0.2123
C -2.743 -6.298 0.000  -0.0063
C -3.890 -7.051 -0.163  -0.0578
C -4.868 -6.644 -1.060  -0.0580
C -4.713 -5.475 -1.791  -0.0596
C -3.568 -4.717 -1.653  -0.0235
H -1.969 -6.595 0.692  0.1139
H -4.020 -7.960 0.405  0.1116
H -5.754 -7.246 -1.192  0.1107
H -5.483 -5.162 -2.478  0.1124
H -3.413 -3.817 -2.230  0.1075
C -0.037 -6.018 4.045  -0.0839
C -0.145 -4.750 4.592  -0.0908
C 0.183 -3.637 3.837  -0.1300
C 0.634 -3.774 2.529  -0.3579
C 0.750 -5.049 1.995  -0.1157
C 0.414 -6.163 2.744  -0.0852
As 1.057 -2.170 1.450  1.3191
C 2.296 -1.440 2.775  -0.3123
C 1.997 -0.628 3.855  -0.1193
C 3.003 -0.224 4.718  -0.0793
C 4.307 -0.638 4.501  -0.0661
C 4.621 -1.434 3.414  -0.0176
C 3.620 -1.836 2.538  -0.2020
C 3.809 -2.665 1.350  -0.2054
C 5.017 -3.187 0.904  -0.0174
C 5.057 -3.957 -0.244  -0.0614
C 3.900 -4.217 -0.954  -0.0678
C 2.690 -3.709 -0.512  -0.1730
C 2.635 -2.935 0.632  -0.3504
H -0.290 -6.888 4.631  0.1044
H -0.478 -4.632 5.613  0.1071
H 0.107 -2.648 4.279  0.0954
H 1.119 -5.176 0.986  0.0836
H 0.519 -7.150 2.315  0.1057
H 0.977 -0.298 4.028  0.1028
H 2.771 0.407 5.564  0.1076
H 5.084 -0.334 5.184  0.1063
H 5.643 -1.750 3.262  0.1077
H 5.930 -3.002 1.450  0.1087
H 5.997 -4.362 -0.583  0.1082
H 3.934 -4.825 -1.845  0.1083
H 1.783 -3.950 -1.052  0.0350
C -1.324 6.777 -6.077  -0.0392
C -0.921 5.647 -5.185  -0.2557
C -1.792 5.151 -4.224  -0.0010
C -1.397 4.168 -3.333  -0.2913
C -2.373 3.660 -2.316  -0.0656
C -0.092 3.663 -3.392  -0.2831
Te 0.368 2.345 -1.767  1.8961
N 2.348 2.448 -1.741  -0.1749
C 2.876 1.307 -1.380  -0.6299
O 2.192 0.254 -1.158  -0.3533
C 4.340 1.276 -1.167  -0.1501
C 5.201 2.137 -1.843  -0.0206
C 6.555 2.121 -1.561  -0.0707
C 7.057 1.256 -0.600  -0.0742
C 6.206 0.378 0.052  -0.0654
C 4.854 0.383 -0.231  -0.0152
C 0.304 4.020 -0.445  -0.3248
C 1.129 5.095 -0.735  -0.0952
C 1.129 6.206 0.090  -0.0595
C 0.313 6.226 1.210  -0.0562
C -0.512 5.151 1.494  -0.0259
C -0.528 4.029 0.671  -0.2735
C -1.377 2.839 1.003  -0.1432
C 0.761 4.073 -4.416  -0.2771
C 2.098 3.451 -4.666  -0.0480
C 0.335 5.076 -5.281  -0.0027
H -2.393 6.758 -6.269  0.0802
H -0.794 6.738 -7.026  0.0813
H -1.080 7.722 -5.589  0.0918
H -2.795 5.553 -4.169  0.1217
H -3.394 3.914 -2.595  0.0911
H -2.171 4.111 -1.344  0.0793
H -2.301 2.575 -2.232  0.0280
H 4.804 2.810 -2.587  0.1068
H 7.225 2.789 -2.083  0.1060
H 8.113 1.256 -0.363  0.1062
H 6.597 -0.314 0.783  0.0978
H 4.180 -0.284 0.286  0.0956
H 1.775 5.043 -1.601  0.1020
H 1.759 7.052 -0.136  0.1090
H 0.327 7.078 1.874  0.1091
H -1.153 5.182 2.364  0.1182
H -2.313 3.157 1.469  0.1253
H -1.253 0.967 2.025  0.0984
H -1.596 2.272 0.091  0.0417
H 2.461 2.931 -3.784  0.0247
H 2.817 4.214 -4.957  0.0888
H 2.019 2.740 -5.491  0.0954
H 1.010 5.414 -6.054  0.1249

Values from the calculation:
- Frontier orbital gap (alpha / beta): 0.2418 / 0.2844 hartree
- 2S+1: 2
- Total charge: +1
- E_tot: -6391.7453 hartree
- HOMO level (alpha / beta): -8.8531 / -10.1640 eV
- LUMO level (alpha / beta): -2.27 / -2.43 eV